Molecular formula: C2H7N4S
Method: DFT, ωB97M-V with the def2-TZVPD basis set

Calculated values
Gap between HOMO and LUMO (eV): 8.4
ΔE to the lowest compared entry with this formula, charge and spin (kJ/mol): 421.45
HOMO energy (eV): -13.87

ORCA input file:
```
! RIJCOSX wB97M-V def2-TZVPD def2/J DEFGRID3
* xyz 1 1
C -1.42 -0.12 -0.30
C -1.62 -1.12 0.75
N 0.48 -1.28 -0.39
N -0.27 -0.19 -0.90
N 0.26 0.65 -1.76
N 0.85 0.75 1.62
S -0.36 -2.14 0.74
H -2.14 0.67 -0.44
H 1.39 -1.31 -0.78
H 0.64 0.25 -2.65
H -0.20 1.59 -1.70
H 1.79 0.65 1.84
H 0.17 0.07 2.02
H 0.43 1.54 1.95
*
```



Molecular formula: C2H2N3O
Method: DFT, ωB97M-V with the def2-TZVPD basis set

Calculated values
Gap between HOMO and LUMO (spin up / spin down) (eV): 7.6 / 7.6
ΔE to the lowest compared entry with this formula, charge and spin (kJ/mol): 509.24
HOMO energy (spin up / spin down) (eV): -13.40 / -13.40

ORCA input file:
```
! RIJCOSX wB97M-V def2-TZVPD def2/J DEFGRID3
* xyz 1 1
C -0.95 0.22 0.38
C 0.91 1.64 -0.81
N -0.69 -1.01 0.60
N 0.03 -1.99 0.51
N 0.36 -3.07 0.54
O 1.55 0.82 -1.16
H -1.93 0.64 0.56
H 0.72 2.76 -0.61
*
```



- The highest ΔE to the lowest compared entry with this formula, charge and spin belongs to which entry?
  C2H2N3O



- Among the records above, which one has the lowest ΔE to the lowest compared entry with this formula, charge and spin?
  C2H7N4S